Formula: C4H10BrN
Source: the Open Molecules 2025 dataset
Level of theory: wB97M-V/def2-TZVPD

The geometry in XYZ format:
```
16
Properties=species:S:1:pos:R:3:mulliken_charge:R:1
C -1.889 -1.470 -0.083 -0.51
C 1.101 2.265 0.146 -0.88
C -1.530 -2.372 -0.945 -0.51
C 0.400 0.929 0.583 -0.14
N 1.354 -0.181 0.654 -0.45
Br 1.760 -0.979 -0.950 -0.05
H -2.049 -1.841 0.939 0.17
H -1.806 -0.431 -0.196 0.35
H 2.235 0.187 0.967 0.32
H 2.123 2.246 0.583 0.26
H 0.953 2.088 -0.939 0.26
H 0.726 3.266 0.507 0.28
H -1.327 -2.006 -1.932 0.29
H -1.505 -3.342 -0.585 0.24
H -0.206 0.914 1.513 0.34
H -0.340 0.728 -0.263 0.04
```

As for the spin multiplicity: 1. As for the HOMO energy: -0.3287 Eh. The calculated total energy comes out at -2787.0632 a.u. Its molecular weight is 152.03 u. The HOMO-LUMO gap comes out at 9.66 eV. As for the structure (SMILES): CCNBr.C=C.